[1]
Entry from OMol25: C5H8O2 in the gas phase (ωB97M-V/def2-TZVPD).

Positions of all 15 atoms, in Å:
C -1.356 0.000 0.472
C -0.965 0.134 -0.939
O -0.057 1.093 -1.251
C 0.953 1.326 -0.370
C 1.535 -0.635 -0.112
O 0.807 -1.253 0.875
C -0.495 -1.074 1.035
H -1.374 0.943 1.053
H -2.370 -0.413 0.483
H -1.576 -0.131 -1.792
H 0.657 1.530 0.659
H 1.532 2.166 -0.800
H 1.062 -0.819 -1.076
H 2.532 -1.104 -0.025
H -0.886 -1.762 1.787

Output
**Net charge**: 0
**Energy relative to the best compared isomer or geometry (same formula, charge and spin)**: 629.8 kJ/mol

---

[2]
Entry from OMol25: 2 unconnected molecules or ions with the total composition C5H8O2 (ωB97M-V/def2-TZVPD).

Positions of all 15 atoms, in Å:
C -1.598 -0.677 0.031
C -0.869 0.586 0.371
O -1.204 1.673 -0.396
C 0.020 0.703 1.362
C 1.927 -0.916 -0.417
C 1.438 0.132 -1.033
O 1.134 1.050 -1.700
H -2.657 -0.598 0.292
H -1.540 -0.884 -1.042
H -1.166 -1.529 0.556
H -0.652 1.642 -1.193
H 0.544 1.633 1.540
H 0.286 -0.154 1.967
H 2.882 -1.313 -0.735
H 1.393 -1.342 0.410

Output
**Net charge**: 0
**Energy relative to the best compared isomer or geometry (same formula, charge and spin)**: 202.5 kJ/mol
**Structure (SMILES)**: C=C(C)O.C=C=O

---

[3]
Entry from OMol25: C5H8O2 in the gas phase (ωB97M-V/def2-TZVPD).

Positions of all 15 atoms, in Å:
C -1.798 -0.153 0.912
C -1.209 0.370 -0.344
O -0.294 1.366 -0.321
C 1.254 0.961 -0.745
C 1.729 -0.256 -0.017
O 0.570 -0.849 1.014
C -0.667 -1.014 0.493
H -1.653 0.442 1.804
H -2.778 -0.609 0.801
H -1.653 0.113 -1.311
H 1.733 1.896 -0.450
H 1.176 0.860 -1.828
H 1.931 -1.128 -0.640
H 2.518 -0.076 0.715
H -0.860 -1.923 -0.084

Output
**Net charge**: 0
**Energy relative to the best compared isomer or geometry (same formula, charge and spin)**: 356.7 kJ/mol
**Structure (SMILES)**: C1CO[C@@H]2C[C@@H]2O1

---

[4]
Entry from OMol25: C5H8O2 in the gas phase (ωB97M-V/def2-TZVPD).

Positions of all 15 atoms, in Å:
C 0.208 -1.893 0.604
C 1.890 -0.391 -0.314
C 0.592 -0.707 0.119
C -1.440 0.685 -0.831
C -0.500 0.651 0.475
O 2.283 0.712 -0.698
O -0.119 1.923 0.842
H -0.751 -1.862 1.077
H 0.695 -2.871 0.661
H 2.653 -1.062 -0.226
H -1.068 -0.068 -1.533
H -2.472 0.419 -0.550
H -1.293 1.665 -1.241
H -0.999 0.259 1.391
H 0.320 2.540 0.223

Output
**Net charge**: 0
**Energy relative to the best compared isomer or geometry (same formula, charge and spin)**: 282.8 kJ/mol
**Structure (SMILES)**: C=C(C=O)[C@H](C)O

---

[5]
Entry from OMol25: a molecular structure, C5H8O2 (ωB97M-V/def2-TZVPD).

Positions of all 15 atoms, in Å:
O -1.289 1.112 -2.294
C -1.108 1.608 -1.209
C -0.695 -0.846 0.403
C 0.510 -1.438 0.433
C 1.092 -0.607 1.564
C -0.285 0.108 1.473
O -0.762 1.078 2.000
H 0.703 -0.027 -2.418
H -1.936 1.810 -0.505
H -0.097 1.878 -0.846
H -1.588 -0.976 -0.199
H 0.943 -2.237 -0.159
H 1.283 -0.342 -2.073
H 1.958 0.021 1.328
H 1.270 -1.143 2.501

Output
**Net charge**: 0
**Energy relative to the best compared isomer or geometry (same formula, charge and spin)**: 353.7 kJ/mol

---

[6]
Entry from OMol25: C5H8O2 in the gas phase (ωB97M-V/def2-TZVPD).

Positions of all 15 atoms, in Å:
C -0.537 -1.222 1.678
C 0.280 -0.615 0.596
C -0.758 0.352 -1.284
C 0.025 0.684 -0.116
O -0.444 1.713 0.754
C 1.445 0.816 -0.576
O 1.352 -1.078 0.164
H -0.506 -2.314 1.662
H -1.564 -0.852 1.638
H -0.101 -0.873 2.622
H -0.317 0.393 -2.273
H -1.689 -0.201 -1.176
H -1.102 2.189 0.224
H 1.679 1.126 -1.594
H 2.224 0.979 0.163

Output
**Net charge**: 0
**Energy relative to the best compared isomer or geometry (same formula, charge and spin)**: 491.5 kJ/mol

---

[7]
Entry from OMol25: C5H8O2 in the gas phase (ωB97M-V/def2-TZVPD).

Positions of all 15 atoms, in Å:
C -0.842 -1.609 0.425
C -0.370 -0.360 -0.277
O -0.623 -0.315 -1.664
C -0.566 1.000 0.385
O -0.913 2.084 -0.417
C 0.776 0.416 0.247
C 2.045 0.697 0.464
H -1.908 -1.767 0.233
H -0.692 -1.506 1.505
H -0.287 -2.491 0.089
H 0.178 -0.575 -2.133
H 2.244 1.636 0.972
H -1.037 1.035 1.365
H -0.917 1.736 -1.324
H 2.893 0.081 0.176

Output
**Net charge**: 0
**Energy relative to the best compared isomer or geometry (same formula, charge and spin)**: 243.8 kJ/mol
**Structure (SMILES)**: C=C1[C@@H](O)[C@@]1(C)O

---

[8]
Entry from OMol25: C5H8O2 in the gas phase (ωB97M-V/def2-TZVPD).

Positions of all 15 atoms, in Å:
C -1.892 0.268 -0.354
C -0.518 0.885 -0.379
O -0.475 2.074 -0.658
C 0.794 0.225 -0.116
O 1.848 1.032 -0.518
C 1.044 -1.249 -0.173
C 0.970 -0.569 1.162
H -2.367 0.961 -1.049
H -1.985 -0.789 -0.631
H -2.392 0.425 0.607
H 1.470 1.930 -0.527
H 2.030 -1.509 -0.548
H 0.245 -1.924 -0.463
H 0.108 -0.755 1.797
H 1.901 -0.360 1.680

Output
**Net charge**: 0
**Energy relative to the best compared isomer or geometry (same formula, charge and spin)**: 121.6 kJ/mol
**Structure (SMILES)**: CC(=O)C1(O)CC1

---

[9]
Entry from OMol25: C5H8O2 in the gas phase (ωB97M-V/def2-TZVPD).

Positions of all 15 atoms, in Å:
C 1.186 -0.880 -0.009
C -0.091 -0.075 0.175
C -0.170 1.097 1.107
C -0.914 -0.176 1.420
O -0.952 0.021 -0.966
C -0.436 0.293 -2.172
O 0.717 0.469 -2.465
H 2.023 -0.238 -0.297
H 1.042 -1.609 -0.808
H 1.432 -1.428 0.910
H 0.706 1.339 1.706
H -0.753 1.950 0.777
H -0.541 -0.794 2.231
H -1.993 -0.173 1.291
H -1.269 0.323 -2.890

Output
**Net charge**: 0
**Energy relative to the best compared isomer or geometry (same formula, charge and spin)**: 102.8 kJ/mol
**Structure (SMILES)**: CC1(OC=O)CC1

---

[10]
Entry from OMol25: C5H8O2 in the gas phase (ωB97M-V/def2-TZVPD).

Positions of all 15 atoms, in Å:
O 0.916 1.389 0.348
C 1.407 -1.775 0.365
C 0.315 -1.152 0.793
C -0.277 1.575 -0.395
C -1.354 0.497 -0.141
C -0.800 -0.914 -0.166
O -1.178 -1.752 -0.960
H 1.673 1.389 -0.248
H 2.309 -1.827 0.967
H 1.433 -2.179 -0.643
H 0.279 -0.636 1.749
H -0.691 2.545 -0.104
H -0.065 1.601 -1.470
H -2.119 0.573 -0.921
H -1.846 0.666 0.826

Output
**Net charge**: 0
**Energy relative to the best compared isomer or geometry (same formula, charge and spin)**: 145.2 kJ/mol
**Structure (SMILES)**: C=CC(=O)CCO

---

[11]
Entry from OMol25: C5H8O2 in the gas phase (ωB97M-V/def2-TZVPD).

Positions of all 15 atoms, in Å:
C 1.971 -0.725 -0.250
C 0.573 -1.317 -0.076
C 1.439 0.729 -0.393
C -0.063 -0.038 0.459
C -1.403 0.382 -0.009
O 3.070 -1.095 -0.009
O 2.135 1.778 0.224
H 0.323 -1.725 -1.035
H 0.287 -2.099 0.625
H 0.776 1.126 -1.185
H -0.121 -0.098 1.530
H -1.442 0.902 -1.017
H -1.858 1.180 0.648
H -2.065 -0.578 0.154
H 2.591 1.434 1.022

Output
**Net charge**: 0
**Energy relative to the best compared isomer or geometry (same formula, charge and spin)**: 272.0 kJ/mol
**Structure (SMILES)**: C[C@H]1CC(=O)[C@@H]1O

---

[12]
Entry from OMol25: a molecular structure, C5H8O2 (ωB97M-V/def2-TZVPD).

Positions of all 15 atoms, in Å:
C -0.660 1.110 1.044
C 0.659 1.242 0.316
O 1.521 0.157 0.113
C 0.809 -1.067 0.062
C -0.175 -1.054 -0.986
O -0.825 0.083 -1.289
C -0.626 1.212 -0.460
H -0.959 0.169 1.490
H -1.015 1.986 1.580
H 1.216 2.168 0.413
H 0.514 -1.334 1.074
H 0.851 -2.422 -0.199
H -0.129 -1.674 -1.869
H -0.157 -2.664 -0.332
H -1.025 2.087 -0.958

Output
**Net charge**: 0
**Energy relative to the best compared isomer or geometry (same formula, charge and spin)**: 660.3 kJ/mol

---

[13]
Entry from OMol25: C5H8O2 in the gas phase (ωB97M-V/def2-TZVPD).

Positions of all 15 atoms, in Å:
C -0.298 1.994 -0.261
C -0.766 -0.701 -0.422
C -1.005 -1.529 0.770
C 0.681 -0.670 -0.808
C 1.354 0.245 0.224
O 2.417 0.012 0.732
O 0.625 1.313 0.615
H 0.233 2.348 -1.148
H -1.156 1.388 -0.577
H -0.647 2.831 0.340
H -0.159 -2.022 1.276
H -1.658 -1.031 1.498
H -1.657 -2.286 0.304
H 1.186 -1.643 -0.734
H 0.850 -0.250 -1.808

Output
**Net charge**: 0
**Energy relative to the best compared isomer or geometry (same formula, charge and spin)**: 406.9 kJ/mol

---

[14]
Entry from OMol25: C5H8O2 in the gas phase (ωB97M-V/def2-TZVPD).

Positions of all 15 atoms, in Å:
C 0.157 1.453 -1.364
C 0.678 0.203 -0.718
C -0.617 -0.723 -0.325
C 0.068 -1.210 0.876
O 1.065 -1.907 0.837
C -0.386 -0.593 2.147
O -1.397 0.062 2.241
H -0.483 1.084 -2.158
H 0.942 2.106 -1.746
H -0.456 2.006 -0.640
H 1.358 0.520 0.140
H 1.369 -0.415 -1.296
H -1.462 -0.069 -0.055
H -1.101 -1.574 -0.894
H 0.264 -0.943 2.955

Output
**Net charge**: 0
**Energy relative to the best compared isomer or geometry (same formula, charge and spin)**: 191.6 kJ/mol
**Structure (SMILES)**: CCCC(=O)C=O

---

[15]
Entry from OMol25: a molecular structure, C5H8O2 (ωB97M-V/def2-TZVPD).

Positions of all 15 atoms, in Å:
O 1.140 1.512 1.137
C -0.077 0.902 1.147
C -1.235 1.487 0.870
C -0.458 -1.821 -0.301
C 0.960 -1.347 -0.620
C 0.253 -0.353 -1.440
O -0.919 -0.900 -1.282
H 1.008 2.417 0.818
H -0.025 -0.154 1.406
H -2.144 0.901 0.942
H -1.294 2.567 0.751
H -0.789 -2.838 -0.512
H 1.627 -1.006 0.174
H 1.473 -2.032 -1.306
H 0.403 0.642 -1.837

Output
**Net charge**: 0
**Energy relative to the best compared isomer or geometry (same formula, charge and spin)**: 542.2 kJ/mol

---

[16]
Entry from OMol25: C5H8O2 in the gas phase (ωB97M-V/def2-TZVPD).

Positions of all 15 atoms, in Å:
C 0.051 1.236 -0.059
C -0.248 -0.211 0.239
C -1.002 -1.235 -0.527
C -1.378 -0.884 0.904
O 1.057 -0.556 0.646
C 1.639 0.637 0.185
O 2.242 0.642 -1.059
H -0.326 1.530 -1.074
H 1.519 0.930 -1.622
H -0.420 1.957 0.621
H -1.665 -0.943 -1.336
H -0.458 -2.163 -0.680
H -2.290 -0.321 1.074
H -1.096 -1.580 1.687
H 2.486 0.805 0.891

Output
**Net charge**: 0
**Energy relative to the best compared isomer or geometry (same formula, charge and spin)**: 286.6 kJ/mol
**Structure (SMILES)**: O[C@H]1CC2(CC2)O1